No. 1
C29H41N3O5S3SiY | ωB97M-V/def2-TZVPD

## Properties
ΔE to the lowest compared entry with this formula, charge and spin	24.4	kcal per mole
electronic energy	-86868.376	eV
Kohn-Sham gap	7.56	eV
net charge	+1

Geometry as XYZ:
```
83
C29H41N3O5S3SiY, DFT ωB97M-V/def2-TZVPD
Y 1.2199 0.7232 0.1045
C -1.1011 1.4623 2.7357
C -0.6924 2.7735 2.0968
O -0.5356 2.6526 0.6778
C -1.7592 2.7262 -0.0517
C -1.4924 2.2376 -1.4553
O -1.0147 0.9042 -1.3314
C -0.9676 0.1508 -2.5388
C -0.8590 -1.3031 -2.1547
O 0.3446 -1.5033 -1.4151
C 0.4415 -2.8211 -0.8840
C 1.2305 -2.7595 0.4099
O 0.6905 -1.6658 1.1396
C 0.6686 -1.7566 2.5626
C -0.3759 -0.7675 3.0328
O -0.1012 0.4967 2.4331
H -2.0691 1.1082 2.3631
H -1.1733 1.6018 3.8185
H 0.2825 3.0726 2.4846
H -1.4247 3.5484 2.3359
H -2.1129 3.7596 -0.0741
H -2.5172 2.0889 0.4110
H -0.7472 2.8731 -1.9434
H -2.4173 2.2580 -2.0363
H -0.1113 0.4567 -3.1489
H -1.8902 0.2948 -3.1058
H -0.8570 -1.9216 -3.0569
H -1.7127 -1.5713 -1.5285
H 0.9309 -3.4837 -1.6022
H -0.5619 -3.1970 -0.6708
H 2.2967 -2.5958 0.2173
H 1.1117 -3.6957 0.9577
H 1.6474 -1.5119 2.9708
H 0.3884 -2.7630 2.8838
H -0.3566 -0.6839 4.1245
H -1.3632 -1.1016 2.7093
N -2.7213 -1.7299 0.7510
C -2.9609 -2.7872 1.1396
C -3.2275 -4.1051 1.6196
C -2.7608 -4.4912 2.8782
C -3.0246 -5.7674 3.3410
C -3.7496 -6.6557 2.5578
C -4.2042 -6.2749 1.3024
C -3.9470 -5.0013 0.8273
H -2.2064 -3.7881 3.4866
H -2.6683 -6.0716 4.3158
H -3.9642 -7.6486 2.9294
H -4.7640 -6.9722 0.6942
H -4.3007 -4.6942 -0.1478
S 1.7433 -0.3856 7.1235
C 2.0568 0.5824 5.8351
S 3.1104 0.1395 4.5018
C 2.5146 1.5302 3.5755
N 1.7377 2.2809 4.2656
N 1.5192 1.7978 5.5289
C 0.7500 2.6130 6.4141
C -0.3547 3.2876 5.9111
C -1.0967 4.1068 6.7460
C -0.7298 4.2653 8.0732
C 0.3794 3.5945 8.5668
C 1.1244 2.7690 7.7411
S 3.0127 1.8334 1.9597
H -0.6203 3.1813 4.8688
H -1.9642 4.6234 6.3564
H -1.3064 4.9139 8.7193
H 0.6755 3.7201 9.5994
H 1.9892 2.2484 8.1237
C 2.9826 -0.3482 -3.5291
Si 3.6669 1.0337 -2.4277
C 4.7360 2.1948 -3.4539
C 4.6603 0.2868 -0.9939
C 2.2014 1.9081 -1.6164
H 3.7954 -0.9123 -3.9923
H 2.3720 0.0621 -4.3372
H 2.3668 -1.0537 -2.9652
H 5.5776 1.6610 -3.9019
H 5.1440 3.0007 -2.8412
H 4.1621 2.6481 -4.2640
H 5.6718 0.0062 -1.2932
H 4.1814 -0.6169 -0.5929
H 4.7521 1.0066 -0.1791
H 1.4824 2.2084 -2.3919
H 2.5860 2.8387 -1.1719
```

***

No. 2
C29H41N7O3PPbS3Te | ωB97M-V/def2-TZVPD

## Properties
ΔE to the lowest compared entry with this formula, charge and spin	25.6	kcal per mole
electronic energy	-101654.712	eV
Kohn-Sham gap	6.45	eV
net charge	-1

Geometry as XYZ:
```
86
C29H41N7O3PPbS3Te, DFT ωB97M-V/def2-TZVPD
Pb 0.3617 -0.6559 0.5131
N -2.0643 0.3122 -0.3836
C -2.3171 0.7472 -1.7459
C -1.6292 -0.1948 -2.7187
N -0.1814 -0.2467 -2.5145
H -2.4568 -0.6059 -0.2018
H -2.3641 0.9884 0.3062
H -1.9285 1.7659 -1.8393
H -3.3878 0.7767 -1.9909
H -1.9172 0.0824 -3.7415
H -2.0058 -1.2056 -2.5492
H 0.3122 0.4754 -3.0226
H 0.1754 -1.1409 -2.8425
S 2.5585 -1.9421 1.9775
C 3.4472 -0.8219 1.0656
N 2.9427 0.0525 0.2289
C 3.8903 0.8805 -0.3231
C 3.6281 1.9363 -1.1945
C 4.6841 2.6928 -1.6722
C 5.9985 2.4160 -1.2924
C 6.2724 1.3763 -0.4159
C 5.2147 0.6186 0.0664
S 5.2205 -0.7124 1.1836
H 2.6011 2.1534 -1.4655
H 4.4908 3.5185 -2.3467
H 6.8100 3.0194 -1.6789
H 7.2880 1.1572 -0.1115
C -2.2830 -2.1201 2.6427
N -1.3443 -1.0213 2.4357
C -1.1711 -0.1852 3.4015
C -0.2156 0.8622 3.3494
C 0.1393 1.7811 4.3449
C 1.2116 2.5104 3.8331
C 1.4555 1.9966 2.5517
N 0.6000 1.0140 2.2543
C -3.6680 -1.7270 3.1053
C -4.2224 -2.3205 4.2340
C -5.5087 -2.0037 4.6529
C -6.2611 -1.0786 3.9473
C -5.7147 -0.4718 2.8225
C -4.4328 -0.7941 2.4082
H -1.8700 -2.8212 3.3769
H -2.3546 -2.6647 1.6988
H -1.7670 -0.2674 4.3173
H -0.3245 1.8765 5.3157
H 1.7496 3.3124 4.3139
H 2.2064 2.3094 1.8407
H -3.6349 -3.0361 4.7981
H -5.9207 -2.4770 5.5357
H -7.2652 -0.8308 4.2673
H -6.2899 0.2568 2.2649
H -4.0142 -0.3094 1.5343
S -0.2054 3.5338 -0.0577
C 0.1899 4.2893 -1.4924
N 0.1982 3.6248 -2.6686
C 0.4809 4.2195 -3.9633
C 0.1437 5.6999 -3.9138
C 0.8854 6.3255 -2.7449
N 0.5772 5.5858 -1.5335
H -0.0803 2.6601 -2.6026
H -0.1178 3.7097 -4.7181
H 1.5361 4.0882 -4.2275
H -0.9314 5.8207 -3.7632
H 0.4213 6.1839 -4.8499
H 0.5862 7.3644 -2.6045
H 1.9633 6.3151 -2.9424
H 0.5585 6.0495 -0.6417
C -2.0413 -5.5874 0.9779
C -0.6216 -5.4689 0.4558
O -0.6187 -5.2743 -0.9615
P -0.4564 -3.7488 -1.5029
O -1.1786 -2.7978 -0.6021
Te -0.8956 -3.8401 -3.8052
O 1.1024 -3.4232 -1.1956
C 2.1586 -4.1514 -1.8162
C 3.4541 -3.4201 -1.5435
H -2.0401 -5.6493 2.0688
H -2.5268 -6.4780 0.5766
H -2.6147 -4.7126 0.6746
H -0.0687 -6.3925 0.6384
H -0.0936 -4.6531 0.9565
H 1.9675 -4.2285 -2.8897
H 2.1849 -5.1661 -1.4068
H 3.4598 -2.4467 -2.0367
H 4.2895 -4.0093 -1.9278
H 3.5894 -3.2559 -0.4742
```

***

No. 3
C29H41N8O6P2Pd | ωB97M-V/def2-TZVPD

## Properties
ΔE to the lowest compared entry with this formula, charge and spin	61.0	kcal per mole
electronic energy	-76999.531	eV
multiplicity	2
Kohn-Sham gap (alpha / beta)	4.44 / 4.22	eV

Geometry as XYZ:
```
87
C29H41N8O6P2Pd, DFT ωB97M-V/def2-TZVPD
Pd 1.0194 1.4273 -1.7348
C 0.2090 -5.2671 5.9042
O 0.7911 -4.9493 4.6673
C 1.7174 -3.9364 4.6274
C 2.2607 -3.6678 3.3663
C 3.1563 -2.6474 3.1885
C 3.5608 -1.8423 4.2832
C 3.0487 -2.1642 5.5576
C 2.1407 -3.1872 5.7253
N 4.3669 -0.7762 4.1618
N 4.9265 -0.4230 3.0666
C 4.5017 0.2435 2.0228
C 5.3676 0.3930 0.9118
C 4.9344 0.8950 -0.2827
C 3.5910 1.3001 -0.5014
O 3.1836 1.6680 -1.6567
C 2.7325 1.3067 0.6643
N 1.4912 1.8289 0.5272
C 0.7081 1.9511 1.5742
C 1.1013 1.5806 2.8622
C 2.3475 1.0107 3.0284
C 3.1878 0.8420 1.9287
H -0.5062 -6.0623 5.6947
H -0.3166 -4.4056 6.3329
H 0.9529 -5.6289 6.6235
H 1.9362 -4.2818 2.5397
H 3.5627 -2.4430 2.2091
H 3.3686 -1.5735 6.4031
H 1.7612 -3.3892 6.7171
H 6.3764 0.0224 1.0137
H 5.6114 0.9574 -1.1209
H -0.2774 2.3721 1.4049
H 0.4481 1.7446 3.7083
H 2.6871 0.7239 4.0136
C -4.8165 3.1624 -1.5152
N -3.4531 3.2881 -1.0618
C -3.2932 3.9205 0.2292
P -2.2197 2.2684 -1.4833
O -0.9170 2.9034 -1.3018
O -2.4705 0.9914 -0.4526
P -1.5850 -0.3435 -0.2585
O -0.3848 -0.4129 -1.0838
N -2.6728 -1.5414 -0.7390
C -3.8952 -1.7140 0.0116
C -2.0697 -2.7836 -1.1774
N -1.2934 -0.3446 1.3922
C -0.3728 -1.3800 1.8193
C -2.2948 0.0078 2.3726
N -2.5643 1.7499 -3.0392
C -1.4013 1.9408 -3.8998
C -3.1599 0.4357 -3.2051
H -5.2391 4.1654 -1.6286
H -5.4390 2.6033 -0.8057
H -4.8310 2.6606 -2.4793
H -3.6491 4.9511 0.1822
H -2.2331 3.9182 0.4706
H -3.8394 3.3862 1.0137
H -4.2520 -0.7387 0.3376
H -3.7546 -2.3525 0.8924
H -4.6504 -2.1794 -0.6284
H -1.0940 -2.5601 -1.6031
H -2.6997 -3.2506 -1.9383
H -1.9389 -3.4884 -0.3501
H 0.3860 -1.5037 1.0504
H -0.8744 -2.3378 1.9895
H 0.1205 -1.0865 2.7461
H -2.9278 0.7931 1.9667
H -1.7927 0.3769 3.2707
H -2.9301 -0.8364 2.6702
H -1.0940 2.9852 -3.8399
H -1.6592 1.6920 -4.9294
H -0.5793 1.2972 -3.5494
H -3.9706 0.3015 -2.4935
H -2.4262 -0.3593 -3.0470
H -3.5599 0.3532 -4.2160
O 1.3485 -0.0429 -3.6775
N 1.4673 0.6051 -4.7675
C 1.3041 -0.0378 -5.9482
C 1.3107 0.6387 -7.1422
C 1.5122 2.0133 -7.1606
C 1.7085 2.6590 -5.9441
C 1.6852 1.9451 -4.7691
H 1.1482 -1.1040 -5.8894
H 1.1449 0.0889 -8.0544
H 1.5242 2.5566 -8.0891
H 1.8720 3.7258 -5.9080
H 1.8187 2.3915 -3.7724
```